Below is a cluster of 9 separate species, C52H40NO19 in total at a distorted geometry, with properties calculated with wB97M-V/def2-TZVPD.

Its HOMO-LUMO gap is 0.0569 Ha. The total energy comes out at -3489.5021 hartree.

Structure (ORCA input):
```
! RIJCOSX wB97M-V def2-TZVPD def2/J DEFGRID3
* xyz -1 1
O -3.94101 1.71380 -1.36857
C -3.21853 1.64392 -0.37766
O -3.52696 2.30885 0.74498
C -1.95148 0.85283 -0.37392
C -0.88167 1.58797 -1.21423
C -0.01379 2.49346 -0.31326
N 1.00602 1.72301 0.33779
O 0.74717 1.72588 1.78246
H -4.35806 2.77163 0.56305
H -2.18280 -0.09248 -0.85263
H -1.53902 0.69743 0.61782
H -0.23610 0.84198 -1.66230
H -1.35604 2.20427 -1.97639
H -0.66534 3.02144 0.39190
H 0.44700 3.21031 -1.00075
H 0.75139 2.65014 2.06051
C 2.53259 5.08013 -5.78785
C 1.57225 4.66373 -4.95318
C 1.89796 4.06300 -3.64894
O 1.02913 3.67466 -2.87993
C 3.32241 3.94162 -3.30139
C 4.28262 4.36053 -4.13733
C 3.95801 4.95965 -5.43839
O 4.83563 5.34522 -6.20723
H 2.31078 5.52277 -6.75165
H 0.51957 4.74608 -5.19409
H 3.54066 3.49106 -2.34024
H 5.33503 4.27574 -3.89733
C -7.96325 2.45268 0.44877
C -9.18085 2.71483 -0.01676
C -9.78487 4.06021 0.12946
O -10.89440 4.30492 -0.29841
C -8.98240 5.10508 0.81574
C -7.76548 4.84240 1.28218
C -7.16188 3.49378 1.13191
O -6.04879 3.25632 1.55208
H -7.49959 1.47993 0.34762
H -9.77932 1.97231 -0.52056
H -9.44314 6.08038 0.90927
H -7.16025 5.58644 1.78425
C 5.15058 -2.25374 -0.78765
C 4.96884 -1.02867 -1.26950
C 3.84662 -0.16103 -0.80463
O 3.71989 0.94617 -1.27142
C 2.92931 -0.72934 0.23282
C 3.12934 -1.96509 0.70227
C 4.24148 -2.81366 0.23839
O 4.41707 -3.93742 0.68082
H 5.96046 -2.89499 -1.11481
H 5.62210 -0.60007 -2.02003
H 2.10734 -0.09250 0.56248
H 2.48072 -2.40599 1.44985
C -8.93973 0.63889 -4.80750
C -9.25845 0.88930 -6.07403
C -9.67087 2.24704 -6.51059
O -9.96488 2.47459 -7.66378
C -9.71159 3.31501 -5.48016
C -9.39263 3.06509 -4.21371
C -8.98159 1.70706 -3.77833
O -8.69077 1.48025 -2.62391
H -8.63581 -0.34251 -4.46681
H -9.23373 0.12624 -6.84126
H -10.01411 4.29707 -5.82014
H -9.41747 3.82856 -3.44634
C 3.98297 -3.79209 4.08292
C 4.71914 -3.52432 5.15846
C 4.11707 -3.45506 6.50959
O 4.79783 -3.21253 7.49138
C 2.66255 -3.69342 6.62441
C 1.91291 -3.96122 5.55777
C 2.51835 -4.03302 4.20113
O 1.84100 -4.27691 3.22874
H 4.40326 -3.84313 3.08465
H 5.78594 -3.34538 5.09975
H 2.24863 -3.63661 7.62432
H 0.83914 -4.13796 5.63018
C 6.42128 4.78273 -9.73534
C 5.42133 5.60086 -9.41415
C 4.62337 6.28124 -10.46513
O 3.71152 7.02942 -10.18632
C 4.98163 6.01400 -11.88306
C 5.98116 5.19661 -12.19892
C 6.78003 4.51526 -11.14790
O 7.69045 3.76959 -11.44370
H 7.01538 4.27693 -8.98506
H 5.14863 5.80344 -8.38401
H 4.38567 6.52020 -12.63220
H 6.26014 4.98782 -13.22409
C 6.84790 -8.99060 7.11256
C 5.65040 -8.74428 6.58933
C 5.07544 -7.37491 6.59865
O 3.98229 -7.14978 6.12599
C 5.88630 -6.29356 7.20971
C 7.08409 -6.54108 7.73331
C 7.65986 -7.90808 7.72591
O 8.75155 -8.13814 8.20087
H 7.28737 -9.98000 7.11815
H 5.04244 -9.51762 6.13715
H 5.45055 -5.30437 7.20766
H 7.69023 -5.76582 8.18445
C -3.30087 -4.83052 6.58663
C -4.19825 -5.19844 7.49668
C -3.78353 -5.65195 8.84820
O -4.59998 -5.98963 9.67745
C -2.32867 -5.67779 9.14652
C -1.43125 -5.30995 8.23701
C -1.84854 -4.85699 6.88670
O -1.03140 -4.51990 6.05691
H -3.57882 -4.49672 5.59517
H -5.26262 -5.18636 7.30073
H -2.04871 -6.01122 10.13754
H -0.36621 -5.32266 8.43212
*
```

Below is a structure of composition C52H43N3O2P2PtS at a distorted geometry, with properties calculated with wB97M-V/def2-TZVPD.

Its HOMO-LUMO gap is 0.1925 Ha. The total energy comes out at -3521.0510 hartree.

Structure (ORCA input):
```
! RIJCOSX wB97M-V def2-TZVPD def2/J DEFGRID3
* xyz 4 1
Pt -0.15957 -0.19319 0.95750
O 2.48146 -1.28747 0.82126
S 1.81356 -0.29205 -0.01503
C 2.60084 1.24027 0.08940
C 3.94818 1.18254 0.43504
C 4.77027 2.31459 0.37733
C 4.21679 3.49947 -0.05198
C 4.82355 4.85956 -0.25544
C 3.65025 5.75904 -0.72438
C 2.45101 4.85152 -0.74422
C 1.13271 5.09125 -1.04998
C 0.22090 4.03372 -0.92962
C 0.59491 2.74671 -0.54397
P -0.80770 1.67843 -0.27721
C -1.77072 1.53596 -1.76282
C -3.05145 2.08818 -1.86180
C -3.72885 2.02420 -3.07130
C -3.13886 1.41798 -4.17136
C -1.85422 0.88665 -4.07860
C -1.16552 0.95144 -2.88290
C -1.73490 2.32001 1.08455
C -3.03564 1.83917 1.34253
C -3.75848 2.35247 2.39848
C -3.18167 3.30586 3.23435
C -1.87504 3.74287 3.02784
C -1.14523 3.25292 1.96270
C 1.96303 2.46313 -0.27260
C 2.84028 3.55319 -0.36041
C 1.79906 -0.71205 -1.70987
C 2.83748 -0.17730 -2.47650
C 3.02052 -0.47689 -3.82754
C 2.12408 -1.32345 -4.43154
C 2.04483 -1.83542 -5.84052
C 0.80850 -2.76808 -5.85638
C 0.26944 -2.72023 -4.45430
C -0.80218 -3.36238 -3.88081
C -1.06564 -3.11397 -2.53292
C -0.27699 -2.26934 -1.74222
P -0.77911 -2.16741 -0.06437
C -2.54218 -2.13070 0.06527
C -3.26115 -1.28540 -0.79963
C -4.63911 -1.24677 -0.73205
C -5.31195 -2.03757 0.19865
C -4.60928 -2.87924 1.05311
C -3.22840 -2.93026 0.99538
C -0.04093 -3.44041 0.91083
C -0.26152 -3.54494 2.29528
C 0.27144 -4.60870 2.99344
C 1.03511 -5.56544 2.32592
C 1.27104 -5.45822 0.96201
C 0.75090 -4.39204 0.24996
C 0.84809 -1.60321 -2.30455
C 1.06663 -1.86189 -3.66853
H 4.37695 0.23034 0.72195
H 5.81633 2.23007 0.63999
H 5.62740 4.81425 -0.99208
H 5.28238 5.22002 0.66643
H 3.82785 6.18352 -1.71372
H 3.48587 6.60776 -0.05934
H 0.78178 6.06725 -1.35750
H -0.82386 4.24377 -1.13491
H -3.51539 2.58522 -1.02178
H -4.71420 2.46318 -3.15625
H -3.67094 1.38025 -5.11313
H -1.38951 0.44167 -4.94874
H -0.15708 0.56542 -2.82285
H -3.47308 1.07622 0.71001
H -4.76958 2.01330 2.57988
H -3.75634 3.71416 4.05653
H -1.44213 4.48491 3.68541
H -0.14211 3.61623 1.78182
H 3.55211 0.49202 -2.01928
H 3.85716 -0.04657 -4.36148
H 2.96395 -2.35599 -6.11408
H 1.94856 -1.00762 -6.54543
H 1.06124 -3.79136 -6.13801
H 0.05215 -2.43998 -6.57151
H -1.43492 -4.03968 -4.43891
H -1.91310 -3.61699 -2.08074
H -2.74120 -0.69934 -1.54674
H -5.19758 -0.61924 -1.41433
H -6.39351 -2.01368 0.24141
H -5.14307 -3.51208 1.74928
H -2.69455 -3.61590 1.63684
H -0.88410 -2.82332 2.80349
H 0.08528 -4.71520 4.05395
H 1.44263 -6.40516 2.87403
H 1.85925 -6.20896 0.45193
H 0.94190 -4.31069 -0.81120
C 0.96321 -0.79696 6.75064
N 0.50434 -0.59628 5.37370
C -0.90227 -0.41109 5.01194
C -0.77778 -0.34495 3.51858
O -1.65658 -0.25326 2.62228
N 0.49535 -0.43510 3.14071
C 1.24536 -0.63464 4.27347
N 2.54395 -0.83738 4.21002
H 0.31852 -0.23107 7.41830
H 1.97485 -0.41309 6.86752
H 0.92973 -1.85093 7.02322
H -1.31798 0.51113 5.42424
H -1.52745 -1.24567 5.33787
H 2.97605 -0.93316 3.30266
H 3.09563 -1.04250 5.02841
*
```

Lowest unoccupied orbital energy per entry: -0.5; -12.7 eV